1.
A structure of composition C12H25B3ClFO12. Source: the OMol25 dataset; level of theory: ωB97M-V/def2-TZVPD.

The geometry in XYZ format:
```
54
Properties=species:S:1:pos:R:3:forces:R:3
C 1.511909 2.596750 1.490696 0.01 -0.01 -0.29
O -3.865223 -0.912113 -1.789676 -0.07 -0.18 -0.07
O 1.622678 -5.124345 -3.284216 -1.00 0.63 3.34
O -4.727384 -2.055394 -3.546466 -0.03 0.02 0.30
C 2.476074 -1.275271 2.171747 -0.10 0.24 0.08
C -6.437774 0.356629 -0.604032 0.15 0.21 -0.22
O 3.189899 6.057482 -0.128716 -0.18 -0.09 0.19
H 3.768467 -0.868893 4.674577 -0.07 -0.13 0.03
H 2.809271 5.864579 -2.154689 -0.15 0.07 0.06
C -3.505960 -1.821395 -4.242360 0.36 0.02 -0.33
C 1.655458 3.935539 2.187082 -0.31 -0.51 0.24
H -7.237646 0.591424 -1.310894 -0.05 -0.09 0.14
C 2.796123 -0.913076 5.168792 0.25 0.18 -0.13
F -0.028995 -6.635260 -2.245214 0.57 2.90 -1.47
C 3.049015 -0.604663 0.027329 0.26 0.07 -0.44
H -3.521270 -2.413701 -5.156720 -0.25 -0.03 0.16
H 2.486125 2.114412 1.379114 -0.05 0.02 0.19
C -4.767527 -1.503716 -2.325358 -0.30 0.07 -0.06
H 1.983251 7.240714 -1.352893 0.00 -0.19 0.00
H 1.099071 2.713021 0.486671 -0.07 0.06 0.12
H -6.699495 0.763012 0.375166 -0.02 -0.08 -0.05
H 0.859710 -1.791028 4.910154 -0.03 0.10 -0.32
H 2.442676 0.116551 5.267830 -0.10 -0.12 0.08
H 0.852202 1.935265 2.055781 0.09 0.03 0.00
H -0.760884 -2.705420 -1.287884 0.01 0.01 -0.30
H 2.157436 -2.767666 4.235743 0.09 0.13 -0.16
Cl 3.477788 -4.173335 -1.285837 -1.41 0.09 -1.31
O 2.609154 4.770705 1.517554 -0.01 0.37 -0.17
O -5.991149 -1.704918 -1.819581 0.30 -0.19 -0.16
C 2.895210 6.643403 -1.394599 0.02 0.25 -0.38
H 2.039307 3.777203 3.197919 0.18 0.22 -0.18
O 1.079022 5.232554 -0.092857 0.14 0.11 0.08
H -2.644536 -2.128841 -3.646810 -0.13 0.13 0.02
H -5.405422 -1.395901 0.158148 0.09 0.04 -0.20
H 0.695473 4.447105 2.282520 0.09 0.06 -0.20
C 1.808784 -1.741792 4.370827 0.10 -0.10 0.61
H -3.428231 -0.766839 -4.513708 0.10 -0.05 0.14
H 3.725154 7.297881 -1.659634 0.05 -0.15 0.24
C 2.176713 5.347231 0.388599 0.20 -0.23 0.11
H -5.541088 0.869194 -0.957426 0.00 -0.10 0.12
H -7.125330 -1.616752 -0.134747 0.11 -0.13 -0.29
O 2.076658 -0.623668 1.071005 -0.05 -0.24 0.27
O -0.683660 -4.329917 -2.948786 2.14 -0.77 2.62
H 3.386467 -1.612043 -0.218133 0.03 0.14 0.16
B 0.280181 -5.392578 -2.815641 -0.32 -0.77 -0.96
H 3.894048 0.023723 0.316440 0.02 -0.16 0.03
H 2.581525 -0.171922 -0.856891 -0.19 -0.01 0.23
B -0.138014 -3.248925 -2.142768 0.64 -0.22 -2.22
C -6.220843 -1.141564 -0.522058 -0.23 0.33 0.49
O 3.518599 -1.863249 2.303803 -0.19 0.01 -0.05
B 2.048406 -4.049482 -2.408129 -0.49 0.54 -1.52
O 1.524331 -1.133656 3.104856 0.01 -0.10 -0.34
O 1.215434 -2.870861 -2.460961 -0.13 -2.41 1.85
H 2.938804 -1.336208 6.165320 -0.07 0.01 -0.06
```
Forces are in eV/Å.

Values from the calculation:
2S+1: 1
Charge: 0
HOMO level in hartree: -0.398
LUMO level in eV: -0.101
E in eV: -54697.47730

Quick look at the natural (NBO) charges, all values in e:
1. C -0.64
2. O -0.65
3. O -0.90
4. O -0.49
5. C 0.98
6. C -0.64
7. O -0.50
8. H 0.23
9. H 0.19
10. C -0.25
11. C -0.07
12. H 0.21
13. C -0.64
14. F -0.48
15. C -0.26
16. H 0.20
17. H 0.21
18. C 0.98
19. H 0.20
20. H 0.23
21. H 0.22
22. H 0.19
23. H 0.21
24. H 0.23
25. H -0.07
26. H 0.19
27. Cl -0.16
28. O -0.50
29. O -0.49
30. C -0.26
31. H 0.19
32. O -0.64
33. H 0.19
34. H 0.19
35. H 0.19
36. C -0.07
37. H 0.19
38. H 0.19
39. C 0.98
40. H 0.23
41. H 0.19
42. O -0.50
43. O -0.90
44. H 0.20
45. B 1.39
46. H 0.19
47. H 0.20
48. B 0.99
49. C -0.07
50. O -0.64
51. B 1.04
52. O -0.50
53. O -0.90
54. H 0.22


2.
An isolated molecule of C6H13NO. Source: the OMol25 dataset; level of theory: ωB97M-V/def2-TZVPD.

The geometry in XYZ format:
```
21
Properties=species:S:1:pos:R:3:forces:R:3
C -1.885938 -1.300938 0.998264 -0.60 0.63 0.32
H 0.594880 2.483753 0.026253 -0.07 0.04 -0.01
N 0.292155 -0.435142 0.348121 0.75 -0.35 -0.24
H 1.870855 -1.094109 1.485256 -0.04 -0.09 -0.10
C -0.224847 0.592060 -0.623822 2.09 -0.41 1.85
H -2.273377 -0.329568 0.676643 0.18 -0.25 -0.58
H 1.539624 -0.035488 -1.841852 0.12 -0.26 0.32
H -2.482919 -2.118740 0.604620 -0.10 0.02 0.14
H -2.054768 -1.172294 2.073289 0.26 -0.71 0.07
H -1.160704 0.215843 -0.911899 -1.31 -0.16 -0.43
O 0.075136 -2.636587 0.921824 0.30 -0.18 0.40
C -0.421835 -1.547756 0.741488 -0.67 0.88 -0.67
H -1.148093 2.533458 -0.232119 -0.08 0.15 -0.10
H -0.465811 1.754059 1.203816 -0.23 -0.12 0.00
H 0.085811 0.328708 -2.707889 0.15 0.09 -0.25
C -0.333538 1.917845 0.137561 0.26 0.19 -0.35
H 2.246665 -1.204453 -0.196488 -0.07 0.20 -0.25
C 1.731156 -0.577903 0.532754 0.04 -0.43 0.88
H 1.086853 1.625897 -2.066559 -0.13 0.05 0.10
H 2.236320 0.370230 0.685832 -0.12 0.34 -0.49
C 0.692369 0.631127 -1.855096 -0.73 0.38 -0.65
```
Forces are in eV/Å.

Values from the calculation:
2S+1: 1
Charge: 0
HOMO level in hartree: -0.333
LUMO level in eV: 0.878
SMILES: CC(=O)N(C)C(C)C
E in eV: -9970.23012

Quick look at the natural (NBO) charges, all values in e:
1. C -0.72
2. H 0.21
3. N -0.46
4. H 0.23
5. C -0.03
6. H 0.21
7. H 0.23
8. H 0.24
9. H 0.24
10. H 0.20
11. O -0.61
12. C 0.69
13. H 0.21
14. H 0.22
15. H 0.22
16. C -0.62
17. H 0.19
18. C -0.43
19. H 0.21
20. H 0.20
21. C -0.63


3.
A structure of composition C22H37N9O3Ti. Source: the OMol25 dataset; level of theory: ωB97M-V/def2-TZVPD.

The geometry in XYZ format:
```
72
Properties=species:S:1:pos:R:3:forces:R:3
C 2.375435 -3.154689 4.696646 0.00 0.00 0.00
H -1.811923 2.744572 3.493158 0.00 0.00 0.00
N -1.594342 1.126884 1.093127 -0.03 0.05 -0.02
N 1.276057 0.117843 -1.626107 -0.02 0.01 -0.06
H 0.303642 4.582410 1.953870 0.01 0.00 0.00
H -2.473244 -3.570635 0.132336 -0.03 0.02 -0.05
H -0.068479 -3.383192 -1.164882 0.01 0.01 -0.03
H -1.030494 -2.854294 0.818107 -0.05 -0.03 0.03
C 1.557750 -1.077908 -2.410665 0.00 0.01 0.00
H 4.193999 1.778141 -1.725955 0.00 0.01 -0.01
N -0.763956 3.070152 -2.708835 -0.01 0.00 -0.01
C 2.476939 3.284828 -0.284503 0.00 0.01 0.00
H -1.777032 -1.243401 2.156247 -0.03 -0.05 0.01
Ti -0.469799 0.118548 -0.497345 0.06 -0.14 0.16
H -2.661155 -0.870111 -0.589139 -0.86 -0.44 0.01
C -1.212406 2.281644 1.497411 0.03 0.02 -0.01
H 1.418132 -3.690812 4.688629 0.00 0.00 0.00
H 0.366898 -2.546558 -3.476694 -0.01 0.00 0.00
C 2.271066 -1.887855 3.864637 0.01 0.00 0.00
C -2.645782 -0.991606 1.539432 -0.38 -0.18 0.02
H 1.991655 -1.845373 -1.757555 -0.01 -0.01 0.00
H 2.765871 -3.576831 0.936866 0.00 0.00 0.00
C -4.586884 2.050325 -3.841283 0.00 0.00 0.00
O -3.830621 1.257061 -2.903523 -0.02 0.02 0.02
H -4.750928 3.053563 -3.448135 0.00 0.00 0.00
C 1.774529 2.104716 -0.585871 -0.01 -0.03 0.02
H 3.927192 -5.113369 2.609180 0.00 0.00 0.00
H -1.643089 4.157812 2.458467 0.00 0.00 0.00
O -2.039925 0.878784 -1.716539 -0.04 -0.05 -0.04
H -2.576600 3.256494 -3.739359 -0.01 -0.01 0.00
C -1.757236 -2.751883 0.012567 -0.37 -0.24 -0.02
C 3.503720 1.078456 -2.188243 0.00 -0.01 0.01
H -3.514954 -1.481606 1.990196 -0.04 0.03 -0.05
H 3.396689 1.361075 -3.238899 -0.01 -0.02 -0.01
C -1.032339 -2.903762 -1.335869 0.03 0.01 0.04
H 2.271335 -0.897493 -3.215737 0.01 -0.01 0.01
H -0.775183 3.986582 -2.277060 0.00 0.00 0.00
C -2.830225 0.510798 1.567807 0.01 0.01 0.03
N -0.796937 -1.588316 -1.960441 0.00 0.10 -0.04
H -1.664306 -1.318541 -2.413219 0.01 0.00 -0.02
H 2.481588 5.087156 0.853516 0.00 0.00 0.00
H 4.057788 -2.781622 1.868974 0.00 0.00 -0.01
H 3.970171 0.094011 -2.160633 0.01 0.01 0.01
N 0.594944 -1.061077 0.936458 0.04 -0.10 0.05
H -5.539178 1.542801 -3.940705 0.00 0.00 0.00
H 1.418490 -1.282872 4.168609 0.00 0.00 0.00
H 2.174140 -4.977823 2.872804 0.00 0.00 0.00
H -3.095948 0.824734 2.577288 0.03 0.02 0.00
H -3.035084 3.095157 2.274538 0.00 0.00 0.00
H 3.185804 -1.298502 3.959268 0.00 0.00 0.00
H -0.067191 -0.863854 -3.776462 0.00 0.00 0.00
H 2.629699 -2.903440 5.724311 0.00 0.00 0.00
H -0.173968 3.092308 -3.531618 0.00 0.00 0.00
C 3.126763 -4.433521 2.894146 0.00 0.00 0.00
C 0.068702 2.730834 0.911311 0.01 0.00 0.00
C 0.251223 -1.567572 -3.006290 0.03 0.00 0.00
H 3.425806 3.489769 -0.758799 0.00 -0.01 -0.01
N -2.392799 -1.455082 0.187594 1.64 0.87 -0.02
N 0.576529 1.848883 0.010372 -0.07 -0.02 -0.07
C 2.181084 1.072134 -1.487874 0.00 0.05 -0.01
C 1.950961 4.176655 0.613104 0.02 0.01 -0.01
O 3.405021 -3.985026 4.202741 0.00 0.00 0.00
C -1.965924 3.122142 2.479390 0.00 -0.01 0.00
C 0.717074 3.894898 1.231837 -0.03 0.00 0.02
N 2.103210 -2.276780 2.448832 -0.06 -0.02 0.04
H -4.088503 2.076606 -4.810326 0.00 0.00 0.00
C -2.612637 1.602938 -2.537214 0.03 0.02 0.00
N -2.061895 2.703199 -3.072056 0.01 0.01 0.00
C 1.313924 -1.623861 1.653744 0.09 0.06 -0.03
H -1.591461 -3.541775 -2.022562 -0.02 -0.01 0.02
C 3.077249 -3.259159 1.930977 0.01 0.00 0.00
H -3.648681 0.805308 0.901871 -0.01 -0.01 0.01
```
Forces are in eV/Å.

Values from the calculation:
2S+1: 3
Charge: +2
HOMO level (alpha / beta) in hartree: -0.413 / -0.528
LUMO level (alpha / beta) in eV: -5.137 / -5.570
E in eV: -66072.50665

Quick look at the Mulliken charges, all values in e:
1. C -0.64
2. H 0.35
3. N 0.60
4. N 0.81
5. H 0.43
6. H 0.58
7. H 0.31
8. H 0.20
9. C -0.43
10. H 0.52
11. N -0.48
12. C -1.17
13. H 0.22
14. Ti -1.12
15. H 0.44
16. C 0.75
17. H 0.31
18. H 0.40
19. C -0.46
20. C -0.80
21. H 0.15
22. H 0.34
23. C -0.90
24. O -0.39
25. H 0.37
26. C 0.67
27. H 0.39
28. H 0.49
29. O 0.13
30. H 0.20
31. C -0.69
32. C -2.04
33. H 0.45
34. H 0.31
35. C -0.72
36. H 0.58
37. H 0.25
38. C -0.91
39. N -0.08
40. H 0.40
41. H 0.46
42. H 0.29
43. H 0.45
44. N -0.03
45. H 0.25
46. H 0.39
47. H 0.33
48. H 0.61
49. H 0.46
50. H 0.30
51. H 0.36
52. H 0.37
53. H 0.25
54. C -0.71
55. C 0.65
56. C -1.24
57. H 0.45
58. N -0.08
59. N 1.16
60. C 0.67
61. C -1.09
62. O -0.38
63. C -2.02
64. C -0.89
65. N 0.16
66. H 0.36
67. C -0.04
68. N -0.13
69. C 0.53
70. H 0.43
71. C -0.43
72. H 0.28